Entry i
{"formula": "C3H3NO3", "method": "ωB97M-V/def2-TZVPD", "lumo_energy_ha": 0.0317, "orbital_gap_ev": 10.31, "symbols": ["N", "C", "O", "C", "O", "C", "O", "H", "H", "H"], "positions_angstrom": [[-1.004, 1.096, -0.648], [-0.125, 0.266, -0.138], [1.139, 0.719, -0.319], [2.044, -0.172, 0.231], [3.218, 0.017, 0.192], [-2.010, -1.281, 0.577], [-1.579, -2.203, 1.087], [-0.803, 1.970, -1.123], [1.510, -1.024, 0.680], [-1.967, 0.797, -0.544]]}


Entry ii
{"formula": "C3H3NO3", "method": "ωB97M-V/def2-TZVPD", "lumo_energy_ha": [-0.0345, -0.0537], "orbital_gap_ev": [8.12, 7.36], "symbols": ["C", "C", "C", "N", "O", "O", "O", "H", "H", "H"], "positions_angstrom": [[-1.516, 0.197, 0.119], [-2.585, 0.526, -0.384], [-0.371, -0.897, 0.259], [-4.950, -0.419, 0.193], [-6.062, -0.025, 0.056], [-3.806, 1.178, -0.429], [-3.976, -1.085, 0.278], [-1.109, -1.750, 0.483], [0.096, -1.116, -0.707], [0.406, -0.775, 1.181]]}


Entry iii
{"formula": "C3H3NO3", "method": "ωB97M-V/def2-TZVPD", "lumo_energy_ha": [-0.0855, -0.0699], "orbital_gap_ev": [7.41, 8.46], "symbols": ["C", "C", "C", "N", "O", "O", "O", "H", "H", "H"], "positions_angstrom": [[1.961, 0.153, 0.197], [0.645, -0.597, 0.415], [-2.536, 0.851, -0.032], [-1.172, 0.840, -0.071], [-3.295, 0.057, 0.510], [2.455, 1.222, 0.459], [-0.632, -0.245, 0.452], [2.586, -0.628, -0.295], [0.989, -1.611, 0.662], [-2.961, 1.729, -0.778]]}


What are the relative energies? In eV: entry i 0.000; entry ii 7.523; entry iii 3.929.


Entry i
{"formula": "C3H3NO3", "method": "ωB97M-V/def2-TZVPD", "lumo_energy_ha": [-0.0204, -0.0204], "orbital_gap_ev": [8.49, 8.48], "symbols": ["N", "C", "O", "C", "O", "C", "O", "H", "H", "H"], "positions_angstrom": [[-0.601, 1.268, -0.720], [-0.529, 0.079, -0.287], [0.548, -0.797, -0.191], [1.792, -0.316, 0.047], [2.107, 0.831, 0.186], [-1.691, -0.446, 0.811], [-1.720, -0.756, -0.450], [0.313, 1.708, -0.754], [2.478, -1.174, 0.088], [-2.698, -0.397, 1.269]]}


Entry ii
{"formula": "C3H3NO3", "method": "ωB97M-V/def2-TZVPD", "lumo_energy_ha": -0.0298, "smiles": "O=C1C=NOCO1", "orbital_gap_ev": 9.67, "symbols": ["O", "C", "C", "N", "O", "C", "O", "H", "H", "H"], "positions_angstrom": [[2.369, -0.094, -0.115], [1.241, 0.027, -0.121], [0.587, 1.314, -0.076], [-0.758, 1.430, 0.065], [-1.579, 0.244, -0.211], [-1.041, -0.946, -0.033], [0.429, -1.146, 0.077], [1.260, 2.051, 0.286], [-1.239, -1.560, -0.905], [-1.270, -1.321, 1.031]]}


What are the relative energies? In eV: entry i 0.864; entry ii 0.000.


Entry i
{"formula": "C3H3NO3", "method": "ωB97M-V/def2-TZVPD", "lumo_energy_ha": 0.0143, "smiles": "[H]/N=C(/C=O)OC=O", "orbital_gap_ev": 10.83, "symbols": ["H", "N", "C", "C", "O", "O", "C", "O", "H", "H"], "positions_angstrom": [[-0.433, 1.272, -2.168], [-1.074, 0.946, -1.442], [-0.465, 0.347, -0.525], [-1.240, -0.188, 0.675], [-2.066, -1.051, 0.540], [0.919, 0.194, -0.587], [1.607, -0.448, 0.382], [1.148, -0.865, 1.404], [-1.053, 0.312, 1.638], [2.658, -0.519, 0.082]]}


Entry ii
{"formula": "C3H3NO3", "method": "ωB97M-V/def2-TZVPD", "lumo_energy_ha": -0.0289, "smiles": "O=CC(C=O)=NO", "orbital_gap_ev": 8.81, "symbols": ["O", "C", "C", "C", "O", "N", "O", "H", "H", "H"], "positions_angstrom": [[2.196, -0.608, 0.145], [1.061, -1.084, -0.017], [-0.121, -0.265, -0.024], [-0.016, 1.173, 0.280], [0.950, 1.588, -0.297], [-1.334, -0.847, -0.043], [-2.294, 0.040, -0.021], [1.001, -2.245, -0.396], [-0.946, 1.791, 0.669], [-3.073, -0.718, -0.024]]}


Entry iii
{"formula": "C3H3NO3", "method": "ωB97M-V/def2-TZVPD", "lumo_energy_ha": -0.0013, "smiles": "O=c1ccn(O)o1", "orbital_gap_ev": 10.22, "symbols": ["O", "C", "C", "C", "N", "O", "O", "H", "H", "H"], "positions_angstrom": [[2.275, -0.540, -0.061], [1.191, -0.021, 0.023], [0.581, 1.266, -0.227], [-0.735, 1.081, 0.244], [-1.035, -0.219, 0.552], [-1.930, -0.490, -0.475], [0.139, -0.913, 0.065], [1.008, 2.206, -0.468], [-1.336, 1.948, 0.169], [-2.515, -1.026, -0.037]]}


What are the relative energies? In eV: entry i 0.000; entry ii 3.337; entry iii 3.160.